The following is a quantum chemistry calculation of a molecular structure, C37H54CuN3OP2, from OMol25.

Atoms and positions in Å:
C (-0.557, -2.743, -1.674)
C (0.790, -2.965, 0.345)
C (-0.547, -4.117, -1.884)
C (0.970, -4.339, -0.026)
C (0.261, -4.925, -1.064)
H (-1.136, -4.532, -2.687)
H (1.662, -4.938, 0.612)
H (0.324, -6.002, -1.214)
N (0.066, -2.211, -0.620)
P (-0.646, -0.082, -2.524)
P (0.821, -1.015, 2.334)
C (-1.294, -1.811, -2.655)
H (-1.201, -2.189, -3.686)
H (-2.382, -1.810, -2.446)
C (1.521, -2.358, 1.445)
H (2.395, -2.895, 1.854)
C (2.303, -0.103, 3.302)
C (-0.192, -2.120, 3.487)
C (0.782, -0.093, -3.795)
C (-2.080, 1.004, -3.062)
C (2.604, 1.249, 2.649)
H (1.717, 1.895, 2.626)
H (3.377, 1.768, 3.237)
H (2.996, 1.158, 1.638)
C (1.830, 0.208, 4.722)
H (0.926, 0.837, 4.711)
H (1.635, -0.687, 5.324)
H (2.618, 0.783, 5.238)
C (3.558, -0.971, 3.306)
H (4.333, -0.441, 3.884)
H (3.403, -1.925, 3.823)
H (3.909, -1.152, 2.283)
C (-1.124, -1.238, 4.327)
H (-1.688, -0.536, 3.690)
H (-1.843, -1.915, 4.816)
H (-0.586, -0.676, 5.099)
C (-1.084, -3.056, 2.664)
H (-1.714, -2.514, 1.946)
H (-0.516, -3.831, 2.131)
H (-1.738, -3.573, 3.382)
C (0.765, -2.965, 4.348)
H (1.795, -3.077, 3.964)
H (0.829, -2.581, 5.380)
H (0.356, -3.989, 4.404)
C (-1.616, 2.456, -3.294)
H (-2.509, 3.091, -3.398)
H (-1.037, 2.849, -2.441)
H (-1.026, 2.578, -4.214)
C (-3.144, 1.009, -1.950)
H (-3.472, -0.008, -1.696)
H (-2.806, 1.521, -1.041)
H (-4.021, 1.554, -2.337)
C (-2.757, 0.423, -4.316)
H (-3.706, 0.958, -4.455)
H (-2.173, 0.558, -5.229)
H (-2.993, -0.643, -4.194)
C (1.754, -1.245, -3.479)
H (2.557, -1.256, -4.217)
H (2.231, -1.110, -2.500)
H (1.267, -2.232, -3.472)
C (1.555, 1.229, -3.626)
H (1.953, 1.314, -2.603)
H (2.412, 1.235, -4.318)
H (0.952, 2.121, -3.828)
C (0.231, -0.270, -5.217)
H (-0.402, -1.168, -5.311)
H (-0.329, 0.607, -5.567)
H (1.078, -0.403, -5.915)
Cu (-0.038, -0.315, -0.396)
C (-1.298, 0.176, 0.792)
O (-2.303, 0.335, 1.340)
N (1.948, 0.254, -0.381)
C (2.853, -0.535, -0.185)
C (4.145, -1.236, -0.333)
C (5.108, -0.333, -0.807)
C (4.513, -2.589, -0.079)
C (6.415, -0.701, -1.067)
H (4.730, 0.691, -0.937)
C (5.836, -2.975, -0.362)
H (3.773, -3.337, 0.299)
C (6.786, -2.035, -0.844)
H (7.068, 0.103, -1.423)
H (6.189, -3.998, -0.209)
H (7.792, -2.299, -1.033)
N (0.344, 3.035, 0.650)
C (-0.698, 3.889, 0.685)
C (-1.831, 3.576, 1.518)
C (-2.989, 4.349, 1.415)
C (-3.039, 5.447, 0.574)
C (-1.915, 5.796, -0.203)
C (-0.758, 5.038, -0.126)
H (1.145, 3.197, 0.074)
H (0.189, 2.035, 0.940)
H (-1.767, 2.718, 2.164)
H (-3.861, 4.048, 2.016)
H (-3.955, 6.044, 0.502)
H (-1.967, 6.655, -0.877)
H (0.126, 5.275, -0.755)

- ΔE to the lowest compared entry with this formula, charge and spin: 0.0 kcal/mol
- Spin multiplicity: 2
- Total charge: +1
- HOMO energy (alpha / beta): -0.349 / -0.349 hartree
- Gap between HOMO and LUMO (alpha / beta): 6.658 / 4.990 eV